Computed, not measured: a molecular structure, CKLiO2, with ωB97M-V with the def2-TZVPD basis set.

Output
Lowest unoccupied orbital energy (alpha / beta) = -0.1411 / -0.1556 Ha
2S+1 = 2
Molar mass = 90.05 g/mol
Highest occupied orbital energy (alpha / beta) = -11.8 / -13.5 eV
Total charge = +1
HOMO-LUMO gap (alpha / beta) = 8.01 / 9.28 eV

Each line ends with the Löwdin spin population.
CARTESIAN COORDINATES (ANGSTROEM)
O1 0.10050 -1.92311 -1.04161  0.123
C1 0.01082 -1.22285 -0.09858  0.377
O2 -0.00964 0.44965 0.27325  0.461
K1 0.06481 2.23907 2.55142  0.018
Li1 -0.16648 0.45724 -1.68447  0.021

=====

Computed, not measured: a molecular structure, C41H42FN9O6PtSSe, with ωB97M-V with the def2-TZVPD basis set.

Output
Energy relative to the best compared isomer or geometry (same formula, charge and spin) = 118.91 kJ/mol
Lowest unoccupied orbital energy = -0.2079 Ha
2S+1 = 1
Molar mass = 1081.95 g/mol
Highest occupied orbital energy = -11.6 eV
Total charge = +2
HOMO-LUMO gap = 5.97 eV

Each line ends with the Löwdin charge.
CARTESIAN COORDINATES (ANGSTROEM)
Pt1 -0.15993 -0.26581 -1.10260  1.205
C1 3.08192 -2.98016 5.14642  -0.054
C2 1.69478 -2.43497 4.84068  -0.172
N1 1.63863 -1.74508 3.54307  -0.013
C3 1.12483 -2.39769 2.48470  0.061
C4 1.07729 -1.90794 1.21310  -0.032
C5 0.40746 -2.79519 0.18413  -0.576
O1 0.27971 -3.97684 0.43060  0.083
O2 0.00502 -2.23724 -0.91523  -0.225
C6 1.62574 -0.63196 0.94173  -0.298
O3 1.75911 -0.13889 -0.22256  -0.115
C7 2.08179 0.11798 2.10030  -0.045
C8 2.49815 1.44558 1.95936  0.084
C9 2.88561 2.17540 3.04030  -0.182
F1 3.19239 3.47904 2.84038  0.057
C10 2.96648 1.61986 4.33626  -0.120
C11 2.59012 0.29346 4.46348  0.058
C12 2.10212 -0.45317 3.37969  -0.108
N2 3.45763 2.32403 5.45626  -0.082
C13 2.89868 2.07478 6.77827  -0.126
C14 4.05306 1.96575 7.77480  -0.064
N3 5.15514 2.88838 7.31477  0.069
C15 4.57732 4.11670 6.67712  -0.076
C16 3.93592 3.70511 5.34537  -0.125
H1 3.07152 -3.49839 6.10498  0.087
H2 3.83141 -2.18859 5.18660  0.069
H3 3.38700 -3.69211 4.37980  0.090
H4 1.34876 -1.75308 5.61719  0.118
H5 0.97973 -3.25271 4.79620  0.129
H6 0.72852 -3.38951 2.66428  0.156
H7 2.48803 1.90369 0.97890  0.137
H8 2.68704 -0.18777 5.42374  0.096
H9 2.31798 1.16041 6.80859  0.123
H10 2.22035 2.88728 7.06203  0.140
H11 4.46434 0.95935 7.81013  0.139
H12 3.74539 2.25963 8.77641  0.142
H13 5.70827 2.40269 6.60661  0.187
H14 5.77574 3.12472 8.08874  0.190
H15 5.36610 4.84664 6.51425  0.143
H16 3.86037 4.53834 7.37761  0.138
H17 4.67910 3.76107 4.55414  0.133
H18 3.14050 4.41768 5.11125  0.140
N4 -0.37491 2.01149 -4.93148  0.148
C17 -0.76503 1.31127 -6.08644  -0.210
C18 -1.39129 1.99299 -7.11991  0.004
C19 -1.78650 1.31229 -8.25677  -0.034
C20 -1.55666 -0.05429 -8.37612  -0.039
C21 -0.92951 -0.73749 -7.35241  -0.051
C22 -0.53301 -0.05570 -6.20559  -0.372
S1 0.35946 -0.87990 -4.93301  1.007
N5 0.28680 0.16022 -3.65763  -0.244
C23 -0.02744 1.39874 -3.77918  -0.319
C24 0.00925 2.28402 -2.55127  -0.152
C25 0.38388 3.60999 -2.66234  0.010
C26 0.45363 4.40039 -1.52307  -0.017
C27 0.10989 3.84519 -0.30691  -0.018
C28 -0.25378 2.50889 -0.26403  -0.091
N6 -0.29644 1.74079 -1.35618  -0.042
H19 -0.60972 2.98993 -4.90069  0.144
H20 -1.57143 3.05749 -7.02734  0.126
H21 -2.28260 1.84992 -9.05306  0.122
H22 -1.86298 -0.58377 -9.26714  0.122
H23 -0.74426 -1.79879 -7.44343  0.097
H24 0.67073 4.01883 -3.62205  0.125
H25 0.78489 5.42799 -1.58775  0.125
H26 0.11452 4.43310 0.59979  0.121
H27 -0.54212 2.01344 0.65501  0.120
C29 -4.00760 -3.01023 0.23885  -0.057
C30 -4.45192 -1.77570 1.01916  -0.154
C31 -4.18270 -0.44326 0.28468  -0.312
C32 -4.59526 0.74696 1.16638  -0.165
C33 -4.38952 2.09647 0.48377  -0.064
C34 -5.01496 -0.42825 -0.98061  -0.417
O4 -6.21969 -0.36245 -0.96366  0.128
N7 -4.33483 -0.52752 -2.17579  0.224
C35 -2.96423 -0.53728 -2.35884  -0.530
O5 -2.50629 -0.65156 -3.48599  -0.060
N8 -2.18006 -0.37565 -1.25490  0.018
C36 -2.68548 -0.35441 0.03353  -0.455
O6 -1.90766 -0.25619 0.97223  0.029
H28 -4.20437 -3.91219 0.81705  0.083
H29 -2.93659 -2.98650 0.01940  0.074
H30 -4.55037 -3.10322 -0.70460  0.083
H31 -3.92263 -1.72805 1.97185  0.123
H32 -5.52351 -1.82388 1.21718  0.128
H33 -3.99480 0.69273 2.07429  0.118
H34 -5.64556 0.62314 1.42968  0.128
H35 -3.35958 2.21186 0.13058  0.061
H36 -4.60010 2.91276 1.17452  0.079
H37 -5.05672 2.21115 -0.37269  0.083
H38 -4.89561 -0.59915 -3.01330  0.172
Se1 -0.81833 -2.89804 -3.98230  1.046
C37 -0.47580 -4.12482 -5.39637  -0.586
C38 -1.15657 -5.33370 -5.37069  -0.104
C39 -1.00044 -6.19698 -6.44631  -0.123
N9 -0.24431 -5.93119 -7.50656  0.074
C40 0.41798 -4.77873 -7.51003  -0.131
C41 0.35386 -3.85427 -6.47914  -0.142
H39 -1.78958 -5.61016 -4.53668  0.108
H40 -1.52209 -7.14683 -6.45786  0.117
H41 1.03497 -4.58584 -8.38093  0.115
H42 0.95582 -2.95652 -6.51875  0.072

=====

Computed, not measured: 4 unconnected molecules or ions with the total composition C14H36FNO14P3, with ωB97M-V with the def2-TZVPD basis set.

Output
Lowest unoccupied orbital energy = -0.0538 Ha
2S+1 = 1
Molar mass = 554.36 g/mol
Highest occupied orbital energy = -4.2 eV
Total charge = -1
HOMO-LUMO gap = 2.75 eV

Each line ends with the Löwdin charge.
CARTESIAN COORDINATES (ANGSTROEM)
C1 1.37225 3.11772 -1.09382  -0.054
C2 0.22913 2.22787 -1.75696  -0.306
F1 -1.05267 2.85723 -1.44565  -0.113
C3 0.33931 2.05272 -3.34527  -0.204
N1 1.56529 2.63710 -3.95431  -0.089
C4 2.66323 1.63131 -4.11946  -0.155
C5 4.02601 2.33072 -3.58044  -0.553
O1 4.42446 3.34345 -4.25794  -0.116
O2 4.73940 1.84452 -2.49275  -0.233
H1 1.21746 3.03976 0.05000  0.081
H2 1.27774 4.24392 -1.32553  0.089
H3 2.43726 2.74631 -1.28764  0.074
H4 0.27568 1.19232 -1.27845  0.123
H5 0.16800 0.93760 -3.61349  0.108
H6 -0.57345 2.60009 -3.79836  0.119
H7 1.26699 2.93690 -4.90117  0.100
H8 2.83030 1.50188 -5.25608  0.112
H9 2.45631 0.62254 -3.63000  0.109
C6 6.71934 2.62829 3.07667  -0.153
O3 5.41565 2.14818 3.40316  -0.279
P1 4.72735 1.11909 2.20409  0.716
O4 3.34063 1.23031 2.81685  -0.294
O5 5.52189 -0.18180 2.82995  -0.279
C7 5.50193 -0.39144 4.23604  -0.127
O6 4.16590 0.14792 0.90701  -0.233
C8 4.93630 0.28062 -0.29843  -0.154
H10 7.08905 3.22795 3.91004  0.082
H11 7.40689 1.79324 2.90638  0.079
H12 6.67154 3.25360 2.18208  0.083
H13 4.64957 0.09074 4.71860  0.084
H14 6.43153 -0.00906 4.66244  0.077
H15 5.45072 -1.46492 4.42635  0.085
H16 5.97596 -0.00786 -0.11330  0.076
H17 4.89470 1.30850 -0.65721  0.037
H18 4.51366 -0.37860 -1.05670  0.084
C9 -1.68177 -2.15788 2.59860  -0.149
O7 -1.06130 -1.01346 2.01538  -0.263
P2 -2.11974 0.33011 1.81071  0.725
O8 -1.13442 1.01914 0.88466  -0.251
O9 -1.85338 0.79889 3.36491  -0.280
C10 -0.51634 0.81737 3.86157  -0.104
O10 -3.25982 1.60470 1.63123  -0.235
C11 -4.61764 1.19453 1.78319  -0.156
H19 -0.92650 -2.93422 2.73094  0.086
H20 -2.11123 -1.90870 3.57499  0.077
H21 -2.46597 -2.53291 1.93593  0.065
H22 0.22544 0.90191 3.06510  0.087
H23 -0.34060 -0.09597 4.43290  0.080
H24 -0.40752 1.67070 4.53265  0.090
H25 -4.77509 0.76769 2.77785  0.076
H26 -4.87290 0.45593 1.01750  0.065
H27 -5.26085 2.06886 1.66566  0.083
C12 -6.92541 -2.51332 -2.85983  -0.146
O11 -5.82450 -1.94832 -2.14781  -0.265
P3 -4.96124 -3.07805 -1.17656  0.711
O12 -4.24528 -1.97157 -0.42135  -0.274
O13 -4.07210 -3.54639 -2.47602  -0.273
C13 -3.50995 -2.54883 -3.32731  -0.098
O14 -4.20958 -4.30671 -0.23715  -0.244
C14 -4.98747 -5.49604 -0.10322  -0.151
H28 -7.37599 -1.73607 -3.47824  0.090
H29 -6.58880 -3.33114 -3.50512  0.081
H30 -7.67275 -2.88456 -2.15455  0.077
H31 -3.38923 -1.58825 -2.82319  0.094
H32 -4.15314 -2.42838 -4.20057  0.083
H33 -2.53117 -2.89239 -3.66420  0.096
H34 -5.18789 -5.92972 -1.08642  0.081
H35 -5.93106 -5.27092 0.40270  0.078
H36 -4.42445 -6.21503 0.49419  0.088

=====

Computed, not measured: C4H9N in the gas phase, with ωB97M-V with the def2-TZVPD basis set.

Output
Energy relative to the best compared isomer or geometry (same formula, charge and spin) = 40.46 kJ/mol
Lowest unoccupied orbital energy = 0.0467 Ha
2S+1 = 1
Molar mass = 71.12 g/mol
SMILES = CC/C=C/N
Highest occupied orbital energy = -8.0 eV
Total charge = 0
HOMO-LUMO gap = 9.28 eV

Each line ends with the Löwdin charge.
CARTESIAN COORDINATES (ANGSTROEM)
C1 0.97037 1.93479 -0.24613  -0.110
C2 0.77838 0.64505 0.57936  -0.268
C3 0.04174 -0.43283 -0.17666  -0.156
C4 -0.93818 -1.18437 0.29931  -0.238
N1 -1.70382 -2.10230 -0.42663  0.024
H1 2.03414 2.16956 -0.33752  0.065
H2 0.53995 2.78906 0.27666  0.062
H3 0.48357 1.87974 -1.21312  0.061
H4 1.73995 0.25438 0.90646  0.095
H5 0.24207 0.88849 1.50242  0.099
H6 0.30991 -0.48735 -1.23453  0.103
H7 -1.19910 -1.12490 1.35713  0.114
H8 -1.94261 -2.94588 0.06990  0.072
H9 -1.35639 -2.28343 -1.35665  0.077

=====

Computed, not measured: 6 unconnected molecules or ions with the total composition C31H65NO17PSi, with ωB97M-V with the def2-TZVPD basis set.

Output
Lowest unoccupied orbital energy = 0.0739 Ha
2S+1 = 1
Molar mass = 782.91 g/mol
Highest occupied orbital energy = -3.8 eV
Total charge = -1
HOMO-LUMO gap = 5.81 eV

Each line ends with the Löwdin charge.
CARTESIAN COORDINATES (ANGSTROEM)
C1 2.81416 -0.64377 5.07138  0.105
C2 2.48741 -1.62636 4.46055  -0.158
C3 2.07066 -2.79784 3.67096  -0.202
C4 0.59439 -2.75268 3.22002  -0.208
C5 -0.39368 -2.29736 4.31349  -0.134
C6 -1.37571 -1.15716 3.96035  -0.390
O1 -1.01241 0.14811 4.32977  -0.321
P1 -0.47645 1.00268 2.87137  0.392
Si1 0.52907 1.86879 1.03799  0.446
C7 -0.18725 0.96495 -0.48540  -0.235
C8 0.36589 3.75786 0.91416  -0.233
C9 2.36203 1.34738 1.12878  -0.224
O2 -1.76636 0.17644 2.02421  -0.353
C10 -1.97575 -1.12263 2.52562  -0.347
C11 -3.46811 -1.55087 2.48575  -0.225
N1 -4.37097 -0.61676 1.82924  0.000
H1 3.41637 0.07165 5.57467  0.027
H2 2.71282 -2.80802 2.78816  0.110
H3 2.26137 -3.70657 4.24446  0.104
H4 0.53863 -2.10675 2.34806  0.076
H5 0.31536 -3.75679 2.89046  0.102
H6 -1.01824 -3.16109 4.56601  0.100
H7 0.11474 -2.00931 5.23395  0.104
H8 -2.23714 -1.36323 4.61939  0.114
H9 -1.29458 2.15866 3.16966  -0.026
H10 0.60302 1.67295 3.63548  -0.036
H11 0.48032 -0.09995 2.69226  -0.003
H12 -1.25554 1.16827 -0.57568  0.010
H13 -0.10477 -0.10122 -0.25265  0.014
H14 0.35402 1.14602 -1.41924  0.007
H15 -0.63149 4.07759 0.60977  0.006
H16 1.11833 4.20634 0.25866  0.009
H17 0.54262 4.15579 1.91872  0.014
H18 3.05622 2.16551 0.92752  0.009
H19 2.53172 1.01919 2.16078  -0.007
H20 2.57087 0.48428 0.49542  0.012
H21 -1.47601 -1.77933 1.79576  0.123
H22 -3.51946 -2.50742 1.96033  0.106
H23 -3.86315 -1.74326 3.48645  0.068
H24 -4.21267 0.31331 2.18583  0.063
H25 -4.23067 -0.63189 0.83206  0.056
C12 -5.89286 -2.08861 5.51020  -0.063
C13 -5.49813 -3.54481 5.61093  -0.202
O3 -5.46656 -4.00492 6.97505  0.042
C14 -6.64648 -4.26010 7.52466  -0.615
O4 -7.72151 -4.19069 6.98784  0.119
O5 -6.43789 -4.65286 8.78675  0.002
C15 -7.63247 -4.91834 9.51805  -0.051
H26 -5.23753 -1.47279 6.12800  0.088
H27 -5.82116 -1.74878 4.47720  0.068
H28 -6.91475 -1.92726 5.85268  0.074
H29 -4.48378 -3.68091 5.24008  0.118
H30 -6.15702 -4.18362 5.02271  0.124
H31 -8.26341 -5.63245 8.99265  0.093
H32 -8.18216 -3.99423 9.69292  0.097
H33 -7.32527 -5.34047 10.47118  0.090
C16 3.31932 -2.47228 9.08694  -0.062
C17 3.65727 -3.17548 7.79038  -0.201
O6 5.07875 -3.22931 7.57021  0.045
C18 5.73950 -4.13101 8.28303  -0.615
O7 5.26893 -4.92548 9.05600  0.117
O8 7.03726 -4.03572 7.97042  0.002
C19 7.87855 -4.92483 8.70082  -0.051
H34 3.77405 -1.48074 9.11041  0.082
H35 2.23940 -2.36660 9.18635  0.082
H36 3.69214 -3.02795 9.94732  0.071
H37 3.24628 -2.62115 6.94895  0.094
H38 3.23619 -4.18077 7.75879  0.125
H39 7.53594 -5.95348 8.60868  0.093
H40 7.91280 -4.63669 9.75098  0.096
H41 8.87237 -4.83537 8.27028  0.090
C20 0.44176 2.34936 -7.53972  -0.059
C21 1.40047 2.25078 -6.37376  -0.199
O9 1.13300 3.23650 -5.36494  0.018
C22 0.07352 2.97946 -4.59278  -0.611
O10 -0.64354 2.01766 -4.67381  0.124
O11 -0.04989 3.97988 -3.72371  0.004
C23 -1.18239 3.86970 -2.85290  -0.025
H42 0.44210 3.35332 -7.96673  0.065
H43 0.71726 1.63534 -8.31569  0.078
H44 -0.57698 2.12988 -7.22218  0.072
H45 2.41894 2.44457 -6.70619  0.123
H46 1.37811 1.25641 -5.92846  0.124
H47 -1.18712 2.91445 -2.33279  0.075
H48 -2.10456 3.99753 -3.41951  0.097
H49 -1.09819 4.66888 -2.12222  0.092
C24 2.12870 9.51625 -10.48462  -0.068
C25 2.61158 8.08155 -10.52861  -0.218
O12 2.72382 7.51460 -9.21807  0.035
C26 1.57005 7.14858 -8.65436  -0.613
O13 0.48220 7.21897 -9.16489  0.120
O14 1.83848 6.65996 -7.44772  0.016
C27 0.68418 6.26333 -6.69754  -0.027
H50 2.77130 10.11348 -9.83617  0.081
H51 2.13800 9.94940 -11.48519  0.078
H52 1.11406 9.57692 -10.09394  0.074
H53 3.61614 8.03765 -10.94609  0.120
H54 1.96494 7.45906 -11.14737  0.122
H55 0.07121 5.56801 -7.26493  0.085
H56 0.09799 7.13887 -6.42068  0.101
H57 1.04096 5.77040 -5.79927  0.087
C28 1.80351 -3.87874 -8.83212  -0.066
C29 0.71985 -3.14687 -9.59593  -0.217
O15 -0.50891 -3.09225 -8.86094  0.035
C30 -0.54204 -2.19316 -7.87484  -0.614
O16 0.33822 -1.42792 -7.58218  0.117
O17 -1.72229 -2.28080 -7.26884  0.008
C31 -1.86599 -1.40580 -6.13966  -0.022
H58 1.45858 -4.87197 -8.54141  0.081
H59 2.69656 -3.98267 -9.44889  0.078
H60 2.07452 -3.34258 -7.92395  0.075
H61 0.48083 -3.68296 -10.51293  0.120
H62 1.03247 -2.13898 -9.86992  0.122
H63 -1.64762 -0.37522 -6.40953  0.086
H64 -1.21105 -1.72440 -5.33109  0.104
H65 -2.90014 -1.48417 -5.81794  0.095

=====

Computed, not measured: a molecular structure, C5H8O2, with ωB97M-V with the def2-TZVPD basis set.

Output
Energy relative to the best compared isomer or geometry (same formula, charge and spin) = 171.13 kJ/mol
Lowest unoccupied orbital energy = 0.0354 Ha
2S+1 = 1
Molar mass = 100.12 g/mol
Highest occupied orbital energy = -9.6 eV
Total charge = 0
HOMO-LUMO gap = 10.56 eV

Each line ends with the Löwdin charge.
CARTESIAN COORDINATES (ANGSTROEM)
O1 1.30727 -0.43324 0.17282  -0.087
C1 1.00595 0.16935 -1.07515  -0.158
C2 -0.43267 0.60417 -0.78180  -0.218
C3 -0.34391 1.08864 0.70628  -0.015
C4 0.03813 -0.39415 0.86810  -0.551
O2 0.28786 -1.15725 1.97564  0.070
C5 -0.99218 -0.72905 -0.21608  -0.038
H1 1.07627 -1.59984 1.60785  0.119
H2 1.71815 0.97425 -1.28039  0.126
H3 1.06812 -0.59100 -1.86507  0.125
H4 -0.95794 1.17597 -1.54285  0.136
H5 0.41794 1.81810 0.99327  0.123
H6 -1.33047 1.37375 1.08364  0.120
H7 -0.83498 -1.65889 -0.76982  0.124
H8 -2.02755 -0.64082 0.12356  0.124